1.
ORCA calculation (wB97M-V/def2-TZVPD) on a 2-piece molecular cluster, C4H8O2 overall.

Structure (XYZ):
```
14
Properties=species:S:1:pos:R:3:nbo_charge:R:1
C 1.48183 0.95827 1.01591 -0.507
C 1.72362 -0.34534 0.97048 0.120
O 1.37001 -1.11026 -0.11155 -0.697
H 1.78521 1.53653 1.88095 0.208
H 0.97622 1.46230 0.19840 0.231
H 2.22821 -0.87553 1.77880 0.165
H 1.48625 -2.04021 0.10856 0.479
C -1.89950 -0.22548 -0.34357 -0.726
C -1.15504 0.44653 -1.46284 0.457
O -0.67139 1.55247 -1.40280 -0.535
H -2.92430 -0.44812 -0.66624 0.231
H -1.91487 0.41196 0.54287 0.234
H -1.40958 -1.17715 -0.11006 0.237
H -1.07667 -0.14596 -2.39889 0.102
```

Calculated values
- Spin multiplicity: 1
- HOMO level: -9.0 eV
- SMILES string: C=CO.CC=O
- Net charge: 0
- Relative energy (zero: lowest compared OMol25 entry of this formula, charge and spin): 45.00 kcal per mole

---

2.
ORCA calculation (wB97M-V/def2-TZVPD) on one molecule with the formula C22H26N2O4.

Structure (XYZ):
```
54
Properties=species:S:1:pos:R:3:nbo_charge:R:1
O 1.85216 1.65169 -2.33709 -0.647
C 2.46369 0.67246 -1.98225 0.816
O 2.33329 0.11090 -0.79575 -0.706
C 3.47558 -0.06921 -2.83310 -0.520
C 3.51009 0.39191 -4.28809 -0.405
C 2.35691 -0.15409 -5.13053 -0.225
N 1.07906 0.39777 -4.74101 -0.612
C -0.00135 -0.36209 -4.47754 0.678
O -0.01382 -1.57125 -4.60508 -0.651
C -1.23002 0.42916 -4.04054 -0.482
C -1.81582 -0.15360 -2.75333 -0.399
C -0.75993 -0.13092 -1.65471 -0.247
N -1.32827 -0.36342 -0.34257 -0.588
C -0.76876 0.12915 0.77260 0.727
O 0.25578 0.79687 0.74928 -0.680
C -1.51358 -0.20876 2.05795 -0.364
C -1.58515 1.01803 2.94167 0.081
C -0.44823 1.51367 3.56479 -0.223
C -0.52440 2.64863 4.35182 -0.190
C -1.73522 3.29590 4.52949 -0.216
C -2.87216 2.80470 3.91213 -0.207
C -2.79593 1.67296 3.11981 -0.241
C -0.84718 -1.35278 2.79533 -0.022
C 0.51609 -1.60118 2.71084 -0.173
C 1.08451 -2.63376 3.43731 -0.216
C 0.30106 -3.42625 4.25716 -0.214
C -1.05913 -3.18333 4.34670 -0.203
C -1.62837 -2.15437 3.61949 -0.205
H 1.62520 0.53909 -0.23755 0.528
H 3.24962 -1.13494 -2.76636 0.234
H 4.45103 0.08578 -2.36598 0.240
H 3.48616 1.48363 -4.31386 0.214
H 4.44479 0.06110 -4.74309 0.216
H 2.27769 -1.24058 -5.03504 0.228
H 2.54313 0.08672 -6.18507 0.192
H 1.08195 1.36988 -4.47060 0.415
H -0.97189 1.47750 -3.89035 0.208
H -1.97100 0.36000 -4.83951 0.236
H -2.13568 -1.18046 -2.93899 0.219
H -2.68211 0.43740 -2.44803 0.208
H -0.27938 0.85127 -1.62473 0.234
H 0.00306 -0.88786 -1.87226 0.206
H -2.11445 -0.99099 -0.28482 0.400
H -2.53548 -0.51069 1.80254 0.217
H 0.49707 1.01363 3.42859 0.226
H 0.36640 3.02911 4.82946 0.212
H -1.79331 4.18063 5.14621 0.213
H -3.82103 3.30390 4.04475 0.212
H -3.68825 1.29760 2.63702 0.205
H 1.14129 -0.99243 2.07564 0.220
H 2.14611 -2.81683 3.36090 0.215
H 0.74704 -4.22956 4.82452 0.214
H -1.67882 -3.79606 4.98485 0.214
H -2.69007 -1.96562 3.69698 0.208
```

Calculated values
- Spin multiplicity: 1
- HOMO level: -9.0 eV
- SMILES string: O=C(O)CCCNC(=O)CCCNC(=O)C(c1ccccc1)c1ccccc1
- Net charge: 0
- Relative energy (zero: lowest compared OMol25 entry of this formula, charge and spin): 0.05 kcal per mole

---

3.
ORCA calculation (wB97M-V/def2-TZVPD) on one molecule with the formula HN2O7P at a distorted geometry.

Structure (XYZ):
```
11
Properties=species:S:1:pos:R:3:nbo_charge:R:1
N 0.64493 1.96522 0.00741 0.767
N -1.12604 -1.04557 1.24954 0.740
O 0.16161 2.70713 -0.71874 -0.305
O 1.07150 2.04715 1.10672 -0.317
O -0.41180 -1.28673 0.07764 -0.662
O -1.65027 0.03466 1.42296 -0.366
O 0.68206 -1.20103 -2.00506 -0.971
O 0.78531 0.68040 -0.54640 -0.719
O -1.10426 -1.95970 2.00560 -0.306
P -0.31776 -0.31332 -1.29343 1.615
H 1.26472 -1.62821 -1.30625 0.524
```

Calculated values
- Spin multiplicity: 1
- HOMO level: -11.2 eV
- Net charge: 0
- Relative energy (zero: lowest compared OMol25 entry of this formula, charge and spin): 10.65 kcal per mole